23
Properties=species:S:1:pos:R:3:forces:R:3 method="wB97M-V/def2-TZVPD" multiplicity=1 e_above_lowest_kcal_mol=255.74 lumo_ev=2.4604 e_tot_ha=-3483.16793 charge=-2 orbital_gap_ev=2.99
Zn 1.91492 11.15970 -7.90511 1.4 0.1 0.2
S 5.58514 8.95392 -6.64684 -0.3 -2.2 1.4
O 6.55468 8.69076 -7.68791 0.3 0.0 -1.7
O 5.23446 7.64357 -5.99780 0.0 0.4 0.2
O 6.20211 9.83886 -5.67380 0.1 0.8 1.1
O 4.30326 9.49495 -7.13433 -0.6 1.0 -1.1
S 5.37564 13.38739 -8.40044 2.1 -0.3 -0.9
O 5.77023 12.37608 -9.36923 -0.2 -1.7 -1.3
O 3.95396 13.20445 -8.07858 -1.7 0.2 0.7
O 6.27294 13.18628 -7.26672 -0.2 0.0 1.4
O 5.68485 14.68522 -8.98954 -0.9 1.5 -0.1
O 1.33429 11.25336 -5.02926 -0.2 0.1 -0.2
H 1.66459 10.67493 -4.34183 0.4 -0.3 0.1
H 0.59729 11.71074 -4.62444 -0.2 0.2 0.1
O -0.34286 12.68606 -8.49621 0.1 -0.1 0.0
H -0.96916 12.98518 -7.83703 -0.1 0.1 0.4
H -0.76002 12.88949 -9.33336 0.0 0.0 -0.4
O 0.15802 8.84862 -8.10804 -0.1 0.2 0.0
H -0.62178 8.54604 -7.64266 -0.2 0.0 0.3
H 0.28441 8.20701 -8.80704 0.3 -0.2 -0.2
O 2.40475 10.75177 -10.72205 -0.4 -0.1 0.1
H 1.87499 10.55485 -11.49458 -0.2 -0.1 -0.1
H 3.29692 10.83700 -11.05822 0.6 0.2 0.3

=====

10
Properties=species:S:1:pos:R:3:forces:R:3 method="wB97M-V/def2-TZVPD" multiplicity=1 e_above_lowest_kcal_mol=13.80 lumo_ev=0.1413 e_tot_ha=-490.19095 orbital_gap_ev=9.66 smiles="C[C@@H](I)C=O"
C -0.09545 -1.37969 0.29875 -0.4 2.5 2.3
C 0.61988 0.83943 -0.50550 -1.0 1.5 -1.7
C -0.34638 0.29567 0.53146 0.9 -3.0 0.0
O 0.67276 -1.78522 -0.49858 0.4 -0.2 -0.9
I -2.45591 0.36886 -0.03128 0.6 0.3 0.1
H -0.61100 -2.04056 0.99500 -0.6 -0.2 0.1
H 0.27015 0.48033 -1.58473 0.7 1.2 2.3
H 0.53398 1.95366 -0.34705 0.5 -0.9 -1.0
H 1.68894 0.51096 -0.45222 -1.1 0.2 0.6
H -0.27697 0.75654 1.59416 0.0 -1.2 -1.8